82
Properties=species:S:1:pos:R:3:forces:R:3:mulliken_charge:R:1 method="wB97M-V/def2-TZVPD" orbital_gap_ha=0.173 total_energy_ev=-75984.8119 charge=-1 e_above_lowest_kj_mol=63.7 e_lumo_ev=1.03
Pd 0.90092 -0.91245 0.67710 0.167 -2.081 1.935 0.02
S 1.41862 -0.42475 2.98940 0.096 0.507 -0.013 -0.61
C 2.88092 -1.30585 3.25920 0.018 0.242 -0.207 0.76
C 3.38972 -1.34385 4.54990 0.445 -0.193 0.066 -1.14
C 4.62492 -1.91635 4.82320 -0.294 -0.086 -1.334 0.43
C 5.08132 -1.94745 6.14910 0.416 0.006 1.088 -0.02
N 5.41052 -1.95925 7.25230 0.040 -0.007 0.003 -0.59
C 5.38532 -2.45495 3.75580 -1.205 0.494 0.145 0.43
C 4.84512 -2.47725 2.47270 0.059 0.032 0.281 -1.09
C 3.58772 -1.94005 2.20750 -0.270 -0.025 0.274 0.84
S 2.92972 -2.08135 0.60560 -0.493 -0.041 -0.407 -0.57
C 6.67552 -2.94285 4.00820 1.032 -0.449 0.075 -0.06
N 7.74252 -3.32455 4.21060 0.054 -0.048 -0.006 -0.60
H 2.82402 -0.89725 5.35240 -0.067 0.046 0.074 0.48
H 5.41442 -2.91305 1.66370 0.029 -0.045 -0.025 0.49
C -1.71808 -5.16275 1.84900 0.068 0.125 0.058 -0.98
N -1.15378 -3.90675 2.28490 -0.179 -0.092 0.217 0.10
C 0.29092 -3.91215 2.24820 0.255 0.009 0.034 -0.85
C -1.72438 -2.73725 1.62930 0.137 0.168 -0.028 -1.70
C -1.45388 -2.71545 0.13500 -0.078 0.045 0.088 0.85
C -2.36458 -3.31395 -0.73040 -0.048 0.062 0.054 -0.35
C -2.07548 -3.47465 -2.07350 -0.166 -0.119 -0.189 -1.09
C -0.83948 -3.08045 -2.55220 0.158 -0.023 -0.139 -0.31
C 0.06412 -2.45265 -1.70590 -0.429 -0.386 -0.347 0.32
C -0.25428 -2.20965 -0.37770 0.795 0.555 -0.403 0.56
H -1.34628 -5.95135 2.50600 -0.024 -0.061 -0.048 0.37
H -1.47028 -5.42675 0.80850 0.018 -0.024 -0.002 0.28
H -2.80258 -5.11495 1.94250 -0.140 -0.087 -0.026 0.31
H 0.66452 -4.70645 2.89510 0.002 -0.099 0.065 0.43
H 0.64752 -2.95165 2.63270 0.073 -0.240 -0.143 0.10
H 0.70562 -4.06815 1.23540 -0.049 0.066 0.221 0.31
H -1.27708 -1.85755 2.11240 -0.130 -0.162 -0.102 0.42
H -2.79998 -2.74475 1.83430 -0.062 0.043 -0.081 0.55
H -3.32218 -3.64145 -0.34480 -0.082 -0.121 0.063 0.41
H -2.79688 -3.92745 -2.73990 -0.075 -0.053 -0.028 0.38
H -0.57748 -3.25845 -3.58720 0.004 -0.028 -0.152 0.45
H 1.02942 -2.16915 -2.10390 0.069 0.073 0.052 -0.12
N -2.04748 5.37995 0.49950 -0.173 -0.892 0.023 0.03
C -3.03828 6.32035 0.47660 -0.701 -0.341 -0.013 0.70
C -3.01398 7.69895 0.45260 -0.086 0.511 -0.004 -0.97
C -4.23758 8.35565 0.44520 0.531 -0.005 0.004 -0.41
C -5.43608 7.64785 0.46900 -0.420 -0.237 -0.012 -0.44
C -5.46828 6.26505 0.48370 0.101 0.021 -0.009 -0.75
C -4.25348 5.57995 0.47740 0.524 1.062 -0.019 0.48
N -3.99048 4.24965 0.48530 1.161 -1.037 0.107 -0.65
C -2.66508 4.13205 0.51010 -1.746 2.428 -0.180 -0.15
C -1.95548 2.91595 0.55840 1.768 -3.013 0.133 1.17
C -0.54888 2.82865 0.74550 -1.767 0.891 -0.092 -0.88
C 0.05172 1.60975 0.87070 0.098 -0.484 0.227 -1.00
N -0.62048 0.43655 0.80550 -0.500 1.447 -0.715 0.60
C -1.95248 0.49955 0.56190 1.246 -0.845 0.433 -0.25
C -2.63238 1.67215 0.44820 0.005 1.923 0.125 -0.91
H -1.05698 5.54875 0.50500 -0.052 -0.006 -0.006 0.15
H -2.07948 8.24325 0.44210 0.010 0.076 0.002 0.38
H -4.26048 9.43635 0.42360 0.020 0.032 0.013 0.38
H -6.36978 8.19595 0.47490 0.007 0.003 -0.004 0.37
H -6.39928 5.71905 0.50670 -0.074 -0.034 -0.020 0.44
H 0.05112 3.72125 0.84130 0.140 0.010 -0.011 0.26
H 1.13022 1.56145 1.04210 -0.469 -0.143 -0.052 0.44
H -2.47178 -0.44335 0.46660 0.122 -0.101 -0.021 0.25
H -3.69658 1.68935 0.29190 -0.184 -0.105 -0.044 0.53
C 3.63502 -0.87915 -2.50410 0.005 0.083 0.294 -1.15
N 2.50242 -0.36565 -3.24020 0.097 -0.142 -0.164 0.24
C 2.34892 -0.88935 -4.57780 -0.122 0.117 -0.225 -0.45
C 1.42502 0.01955 -5.36980 -0.103 -0.221 0.198 -0.82
C 0.11482 0.11675 -4.60730 0.106 -0.040 -0.304 -0.46
N 0.35482 0.55425 -3.25460 -0.284 0.082 -0.225 0.37
C -0.81948 1.03155 -2.56420 0.055 -0.050 0.198 -0.93
C 1.45292 0.16825 -2.53480 0.292 0.499 0.418 0.01
O 1.53802 0.38835 -1.32850 0.186 0.622 -0.820 -0.57
H 4.56462 -0.56055 -2.97950 0.020 0.001 -0.057 0.41
H 3.61202 -1.97245 -2.46180 0.032 -0.017 0.047 0.30
H 3.58572 -0.49835 -1.48550 0.118 -0.121 -0.121 0.28
H 1.94702 -1.91385 -4.54750 0.034 0.001 -0.057 0.22
H 3.33912 -0.93885 -5.04110 -0.062 0.001 0.066 0.39
H 1.25002 -0.36985 -6.37350 0.037 -0.001 0.001 0.38
H 1.88142 1.00855 -5.44000 -0.021 0.023 -0.085 0.30
H -0.40298 -0.85415 -4.60520 -0.004 0.033 -0.066 0.22
H -0.55048 0.84335 -5.08200 -0.009 -0.030 0.011 0.37
H -1.22868 1.89585 -3.09230 -0.026 0.011 -0.027 0.46
H -0.53848 1.32465 -1.55870 -0.034 0.004 -0.099 0.15
H -1.58688 0.25225 -2.50950 -0.023 -0.021 0.036 0.29


77
Properties=species:S:1:pos:R:3:forces:R:3:mulliken_charge:R:1 method="wB97M-V/def2-TZVPD" orbital_gap_ha=0.131 total_energy_ev=-49802.0055 e_above_lowest_kj_mol=316.7 e_lumo_ev=-2.24
C -2.64982 0.08370 -3.15272 0.679 1.192 0.694 -0.51
C -3.88285 -0.46440 -3.65540 -0.986 -0.473 -0.010 0.70
C -3.89174 -1.76680 -4.22086 0.106 0.488 0.308 -0.51
C -5.07640 -2.37131 -4.60951 -0.471 0.129 -0.047 -0.53
C -6.29667 -1.68530 -4.47663 0.290 0.066 0.087 -0.36
C -6.30429 -0.37277 -3.97624 0.148 -0.212 -0.076 -0.64
C -5.11609 0.24142 -3.58254 0.207 -0.544 -0.008 -0.39
C -2.55252 1.25209 -2.38113 -0.268 -0.985 -0.831 -0.17
C -1.36255 1.95220 -2.18278 0.719 -0.283 0.097 -0.39
C -1.33182 3.35817 -1.92573 -0.421 1.309 0.404 0.63
C -0.34061 4.19351 -2.51367 -0.427 -0.302 0.199 -0.19
C -0.48560 5.58159 -2.50931 -0.211 -0.290 0.422 -0.73
C -1.56221 6.17291 -1.83051 0.467 -0.155 -0.216 -0.31
C -2.48039 5.37226 -1.15366 -0.310 -0.269 0.390 -0.78
C -2.38029 3.98416 -1.19128 0.469 0.083 -0.508 -0.20
H -1.72842 -0.41865 -3.46713 -0.319 0.335 -0.092 0.38
H -2.94098 -2.29827 -4.30749 -0.297 0.104 0.022 0.33
H -5.06630 -3.38872 -5.01092 0.007 0.380 0.134 0.35
H -7.23526 -2.17499 -4.75926 0.414 0.244 0.088 0.35
H -7.25170 0.16687 -3.88677 0.364 -0.174 -0.059 0.35
H -5.13268 1.26462 -3.20441 -0.037 -0.323 -0.137 0.34
H -3.48120 1.70081 -2.01834 0.311 -0.061 -0.230 0.05
H -0.41876 1.52366 -2.53641 -0.345 0.064 0.036 0.62
H 0.50304 3.71785 -3.01788 -0.243 0.182 0.052 0.32
H 0.24964 6.20142 -3.01839 -0.143 -0.112 0.131 0.38
H -1.65289 7.25734 -1.80991 -0.037 -0.236 -0.010 0.37
H -3.29079 5.83189 -0.57058 0.400 -0.180 -0.340 0.35
H -3.10484 3.34522 -0.68181 0.170 0.345 -0.086 0.41
C 0.87860 -4.29097 -0.60872 -0.075 0.026 -0.146 -1.62
C 1.47613 -4.03078 0.76962 -0.037 0.077 -0.035 2.64
C 2.05773 -5.31500 1.33466 0.092 -0.228 0.164 -2.17
C 2.64204 -3.01944 0.63466 -0.399 0.441 0.440 -1.35
O 2.18428 -1.66013 0.60333 0.245 -0.377 -0.194 -0.36
B 1.19091 -1.33931 1.51940 -0.130 -0.857 -0.228 1.45
C 1.64768 -0.61695 2.81281 -0.430 0.939 0.294 0.48
C 2.96874 -0.16506 2.92788 0.095 -0.093 0.277 -0.34
C 3.50985 0.10398 4.17516 -0.287 0.028 0.116 -1.20
C 2.68697 -0.01539 5.29824 0.333 0.029 0.353 0.43
C 3.30989 0.19174 6.65339 0.277 0.164 0.654 0.72
F 2.43455 -0.00561 7.68181 0.633 0.167 -0.727 -0.29
F 4.36171 -0.66128 6.86913 -0.724 0.672 -0.158 -0.26
F 3.80550 1.46230 6.79520 -0.286 -0.933 -0.040 -0.26
C 1.33835 -0.32550 5.19268 -0.143 0.059 0.095 -0.66
C 0.80952 -0.60211 3.93900 0.560 -0.045 -0.045 -0.94
C 0.09978 0.27961 0.07630 -1.446 0.879 -0.289 -0.63
C -0.17563 -0.68081 -1.00550 0.101 -0.776 -0.119 -0.01
C 1.13283 1.24989 0.08582 0.736 0.376 0.494 2.11
C 1.06051 2.35696 0.98793 0.276 -0.386 -0.337 -0.40
C 2.10240 3.26791 1.07555 -0.071 0.045 -0.020 -0.85
C 3.25663 3.10813 0.29383 -0.336 -0.265 -0.163 -0.53
C 3.35434 2.01777 -0.58752 -0.097 0.271 0.149 -0.98
C 2.31983 1.09831 -0.68490 -0.245 0.056 -0.094 -0.30
O 0.05252 -2.15533 1.60109 0.287 -0.130 0.031 -0.53
C 0.34684 -3.55404 1.72362 0.316 0.434 0.092 -1.33
H 0.44446 -3.37122 -1.03052 0.147 -0.370 0.091 0.25
H 1.66416 -4.66514 -1.27874 -0.245 0.082 -0.005 0.41
H 0.09602 -5.05722 -0.52408 0.107 0.180 -0.166 0.44
H 2.49160 -5.12065 2.32618 -0.078 -0.176 -0.220 0.46
H 1.27767 -6.08155 1.43606 0.217 0.073 -0.024 0.41
H 2.85000 -5.69870 0.67701 -0.179 -0.015 0.161 0.40
H 3.34673 -3.11235 1.49069 -0.302 -0.052 -0.390 0.31
H 3.19666 -3.19342 -0.30231 -0.180 -0.057 0.368 0.39
H 3.59316 -0.05255 2.04532 -0.155 -0.220 0.035 0.48
H 4.55850 0.37576 4.28316 -0.242 0.009 0.021 0.37
H 0.71049 -0.38258 6.08372 0.254 0.079 -0.269 0.44
H -0.24281 -0.84375 3.84613 0.100 -0.180 -0.090 0.44
H -0.70752 0.37391 0.82356 0.497 0.139 -0.306 0.29
H -0.77162 -1.51001 -0.61093 0.263 0.005 -0.130 0.34
H -0.78010 -0.23343 -1.79810 0.091 -0.367 0.177 -1.55
H 0.73935 -1.05710 -1.47017 -0.104 -0.134 0.071 0.29
H 0.17798 2.43850 1.62367 0.199 0.112 -0.176 0.44
H 2.00416 4.12578 1.75116 0.138 -0.385 -0.247 0.42
H 4.06070 3.83133 0.36133 -0.030 -0.062 -0.002 0.46
H 4.24504 1.89780 -1.21065 -0.257 0.004 0.285 0.42
H 2.42635 0.21269 -1.31861 -0.017 0.418 0.197 0.30
H -0.59217 -4.08418 1.50084 0.386 -0.004 0.084 0.37
H 0.62373 -3.75130 2.78208 -0.091 0.027 -0.443 0.35


83
Properties=species:S:1:pos:R:3:forces:R:3:mulliken_charge:R:1 method="wB97M-V/def2-TZVPD" orbital_gap_ha=0.229 total_energy_ev=-129211.3745 charge=+2 e_above_lowest_kj_mol=61.9 e_lumo_ev=-6.86
In -0.59115 0.38420 -0.44350 0.352 -0.366 -0.109 2.04
O 2.71832 -2.34480 2.50518 0.140 0.118 0.077 -0.54
C 1.64927 -3.16701 2.68557 -0.393 -0.345 -0.014 1.24
C 1.77058 -4.43399 3.24272 0.148 0.051 0.002 -0.76
C 0.66856 -5.26411 3.34132 0.046 0.057 -0.066 -0.54
C -0.57123 -4.82910 2.89947 -0.145 -0.043 -0.029 -1.09
C -0.70378 -3.55913 2.36403 0.087 0.063 0.030 -0.19
C 0.39678 -2.72311 2.25078 0.411 0.312 0.063 -0.64
C 0.31838 -1.39302 1.53721 1.184 -0.389 0.203 0.47
O -0.76355 -1.35000 0.71589 -1.112 1.216 -1.418 -0.81
N 0.33342 -0.25203 2.47109 0.141 -0.381 0.752 -0.23
N -0.15777 0.86732 1.98059 -0.107 0.688 -0.738 -0.09
C -0.37351 1.92754 2.67093 0.405 -0.784 0.269 -0.33
C -0.98672 3.09314 2.12262 -0.395 0.759 -0.426 0.24
Br -2.04549 2.74270 0.50362 0.172 -0.092 0.136 -0.22
C -1.03180 4.34259 2.61700 -0.229 -0.560 -0.651 -0.77
C -0.30879 4.87280 3.75112 0.302 0.336 0.586 0.69
C -0.86669 5.98500 4.39767 0.063 -0.192 -0.071 -0.53
C -0.22650 6.58134 5.46455 0.013 0.035 0.057 -0.61
C 0.99206 6.08983 5.90732 -0.037 -0.101 -0.086 -0.45
C 1.56406 4.99818 5.27055 0.032 -0.028 0.050 -0.65
C 0.92810 4.39552 4.20057 -0.111 0.022 -0.126 -0.37
H 3.51563 -2.76852 2.84887 -0.085 0.048 -0.034 0.37
H 2.73629 -4.77203 3.59069 0.130 -0.063 0.018 0.36
H 0.78325 -6.25637 3.75082 0.012 -0.053 0.068 0.44
H -1.43013 -5.47707 2.97535 -0.113 -0.052 0.050 0.46
H -1.65977 -3.20244 2.01486 -0.114 0.003 -0.072 0.46
H 1.27294 -1.30259 0.97344 -0.274 -0.009 0.050 -0.05
H 0.27516 -0.42618 3.47091 -0.073 0.059 -0.196 0.45
H -0.12678 1.97980 3.73207 -0.044 -0.120 -0.040 0.74
H -1.68100 5.05977 2.13206 -0.116 -0.030 -0.104 0.39
H -1.81870 6.36619 4.06459 -0.138 0.105 -0.084 0.37
H -0.67151 7.43745 5.94578 -0.063 0.079 0.059 0.40
H 1.50218 6.55990 6.73377 0.027 0.044 0.070 0.41
H 2.51911 4.62499 5.60627 0.101 -0.036 -0.007 0.40
H 1.42372 3.59356 3.67445 0.070 -0.089 -0.030 0.59
O 0.64382 -6.96982 -0.02227 -0.251 -0.565 0.147 -0.44
C 1.57327 -6.42596 -0.81044 0.111 0.427 -0.142 0.27
O 2.43361 -7.07249 -1.32785 -0.028 -0.079 0.145 -0.52
C 1.48029 -4.93870 -1.02122 -0.073 0.158 -0.084 0.53
C 0.25862 -4.28771 -1.16031 0.264 -0.158 -0.026 -0.76
C 0.23085 -2.92724 -1.37581 0.270 0.305 -0.095 0.46
C 1.41424 -2.18505 -1.43911 0.004 -1.632 0.043 0.16
C 2.64282 -2.85386 -1.33714 -0.265 0.318 0.049 -0.53
C 2.66639 -4.21689 -1.13985 -0.130 -0.198 0.019 -1.47
N 1.30117 -0.80804 -1.54198 -0.434 1.890 0.102 0.42
C 2.20037 -0.04446 -2.02827 -0.068 -0.809 -0.022 -0.59
C 2.04759 1.40215 -2.06300 0.399 0.834 -0.382 0.77
C 2.97361 2.17360 -2.77060 -0.312 -0.373 0.228 -1.00
C 2.82646 3.54998 -2.80694 -0.307 0.159 0.172 -0.48
C 1.75390 4.12192 -2.13731 0.214 -0.273 -0.089 -1.04
C 0.86392 3.28660 -1.47652 -0.105 0.597 -0.016 0.01
N 1.00859 1.97290 -1.43808 -0.742 -1.115 0.438 0.18
H 0.03343 -6.34230 0.38569 0.224 0.199 -0.039 0.31
H -0.66865 -4.83966 -1.11909 -0.095 -0.050 0.007 0.56
H -0.71508 -2.42029 -1.47493 -0.087 -0.016 0.031 0.01
H 3.57200 -2.30633 -1.36875 0.118 0.071 0.044 0.46
H 3.60109 -4.74981 -1.05899 0.107 -0.023 -0.016 0.48
H 3.11475 -0.43543 -2.47866 -0.112 -0.067 0.060 0.45
H 3.78266 1.69375 -3.30058 0.085 -0.090 0.041 0.50
H 3.52556 4.16543 -3.35081 0.094 0.041 -0.044 0.48
H 1.60340 5.18856 -2.12424 -0.054 0.104 -0.008 0.47
H 0.00083 3.69830 -0.97250 0.023 -0.003 0.058 0.49
C -2.65801 1.60254 -2.82466 -0.413 0.990 -0.307 -0.51
C -3.50083 1.47165 -4.13741 0.082 0.349 0.248 -0.90
N -3.43033 0.11716 -4.61265 -0.347 -0.059 -0.612 -0.07
C -2.06402 -0.23582 -4.89114 0.377 -0.062 0.062 -1.03
C -1.24094 -0.15981 -3.56847 0.645 -0.365 -0.898 0.00
N -2.10072 0.29949 -2.48336 1.164 0.123 1.711 0.12
C -3.20021 -0.64340 -2.29520 -0.850 -0.783 0.149 -0.32
C -3.98882 -0.78336 -3.63894 -0.076 -0.180 0.367 -0.86
H -3.28616 1.94737 -1.99993 0.078 -0.030 -0.001 0.39
H -1.83921 2.31385 -2.96111 0.010 -0.033 0.079 0.33
H -3.11220 2.13608 -4.90969 -0.044 0.043 0.052 0.33
H -4.54444 1.72982 -3.95770 0.038 0.053 0.021 0.28
H -1.66687 0.45663 -5.63400 0.030 -0.056 -0.006 0.32
H -2.03145 -1.24186 -5.31085 0.046 0.040 0.009 0.35
H -0.40749 0.54093 -3.67262 -0.002 -0.057 0.069 0.39
H -0.84007 -1.14190 -3.30669 0.013 0.117 0.015 -0.02
H -3.84583 -0.26566 -1.49767 0.099 -0.062 -0.012 0.54
H -2.79789 -1.61052 -1.98342 0.013 0.103 0.065 0.16
H -5.04278 -0.54164 -3.49960 0.026 -0.058 0.062 0.30
H -3.92421 -1.80100 -4.02560 -0.025 0.012 0.069 0.37